Entry from the OMol25 dataset: 2 unconnected molecules or ions with the total composition C22H46N2O4 (ωB97M-V/def2-TZVPD).

## Properties
Electronic energy in eV: -34727.724
Lowest unoccupied orbital energy in eV: -0.607
HOMO-LUMO gap in eV: 5.700
Total charge: 0

Last column: Mulliken charge in e.
Element x y z (Å)
C 3.69 -2.57 -1.39  -0.79
O -4.46 4.43 -0.12  -0.73
C -3.11 1.98 -1.01  -0.71
C 3.51 0.84 -0.61  -0.25
H -0.53 -1.67 -0.71  0.44
C -3.54 5.29 -0.06  0.70
H -4.62 -1.00 0.69  0.37
H 0.26 -1.16 2.31  0.18
H 2.17 -1.08 -1.89  -0.05
H -2.84 -0.93 -2.89  0.61
H 3.58 -3.74 0.39  0.54
N -3.73 -0.62 0.39  -0.08
H -2.11 -2.98 -1.48  0.37
H -2.90 -1.74 2.03  0.23
O -0.78 0.42 2.96  -0.56
H 2.92 2.44 2.03  0.03
H -3.89 2.05 -0.27  0.37
C -1.39 -0.69 0.89  0.47
H -0.99 -4.00 0.56  0.43
H -0.39 -2.94 1.81  0.53
H 3.22 -3.41 -1.90  0.35
H -1.36 2.00 1.72  0.16
H -5.45 1.83 -2.28  0.47
H -3.10 1.39 -3.07  0.67
H 2.05 -2.20 1.66  0.42
C -3.35 -1.29 -0.87  0.09
H -2.92 0.00 2.20  0.58
C 3.23 -1.28 -2.08  -0.35
H 2.43 0.69 -0.57  -0.17
C -2.41 -2.44 -0.58  -1.33
H 3.70 1.89 -0.84  0.69
C -0.90 1.82 2.69  -0.46
H 3.43 0.17 1.48  0.16
C -0.41 -3.09 0.74  -0.80
C -2.78 -0.36 -1.95  -0.81
C 4.16 0.55 0.76  -0.18
H 3.30 -1.47 -3.15  0.41
H 4.02 0.59 -2.68  0.40
H 1.79 -1.30 0.17  -0.83
H 4.90 -0.24 0.64  0.32
C 2.03 -2.29 0.57  1.08
H -5.25 0.39 -3.26  0.38
C -4.99 0.85 -2.30  -1.72
C 0.98 -3.30 0.15  -1.05
H 4.26 3.46 2.59  0.37
H 4.18 -2.13 0.69  0.28
H 1.31 -4.31 0.42  0.51
H -1.45 0.11 0.16  -0.61
H -2.91 2.97 -1.40  0.41
H 0.09 2.28 2.72  0.31
H 5.45 1.46 2.21  0.42
H 5.54 2.15 0.58  0.41
H 3.68 3.55 0.92  0.32
H -2.88 -3.15 0.09  0.55
C -2.77 -0.80 1.48  -1.39
O -2.68 5.08 1.06  -0.51
H 0.48 0.29 1.36  0.52
C 3.44 -2.69 0.12  -1.18
H 4.76 -2.67 -1.57  0.44
N -1.12 -1.95 0.07  0.50
H -1.71 -0.16 -1.80  -0.09
C -3.48 0.98 -2.13  0.06
C 4.86 1.78 1.35  -1.03
H -4.26 -1.73 -1.28  0.72
H -2.21 1.62 -0.50  -0.13
C 4.04 -0.01 -1.77  -0.92
H -3.12 4.33 1.48  0.29
O -3.25 6.22 -0.80  -0.71
C 3.87 2.89 1.76  -0.84
H 0.89 -3.30 -0.94  0.27
C -0.27 -0.31 1.89  -0.54
H -5.46 0.26 -1.51  0.32
H 5.08 -0.29 -1.61  0.35
H -1.51 2.24 3.47  0.31